[1]
ORCA calculation (ωB97M-V/def2-TZVPD) on a 2-piece molecular cluster, C6H11I overall.

Output
HOMO level (spin up / spin down) = -0.31173 / -0.29589 hartree
Orbital gap (spin up / spin down) = 8.70 / 7.40 eV
Energy relative to the best compared isomer or geometry (same formula, charge and spin) = 65.65 kcal per mole
Molecular weight = 210.1 g mol⁻¹
Lowest unoccupied orbital energy (spin up / spin down) = 0.0079 / -0.0240 Ha

The geometry in ORCA input format:
```
! wB97M-V def2-TZVPD RIJCOSX def2/J DEFGRID3
* xyz 0 1
C 2.6241 2.3720 0.2708
C 2.0735 1.2549 -0.1073
C -1.7722 -1.3041 -1.0234
C -0.6711 -1.1625 1.2557
C -0.7180 0.8082 -0.2578
C -0.6635 -0.6511 -0.1819
I 2.8912 -0.5190 -0.7856
H 3.6920 2.5634 0.3020
H 2.0032 3.1949 0.5898
H -2.7494 -1.0154 -0.6409
H -1.6884 -2.3888 -0.9729
H -1.7010 -0.9947 -2.0625
H -1.6142 -0.9300 1.7450
H -0.5292 -2.2405 1.2777
H 0.1353 -0.6999 1.8202
H -0.7898 1.4085 0.6277
H -0.8169 1.2892 -1.2124
H 0.2943 -0.9852 -0.6443
*
```


[2]
ORCA calculation (ωB97M-V/def2-TZVPD) on C13H21LuN2O4P as an isolated structure.

Output
HOMO level (spin up / spin down) = -0.56005 / -0.57320 hartree
Orbital gap (spin up / spin down) = 7.71 / 7.01 eV
Energy relative to the best compared isomer or geometry (same formula, charge and spin) = 10.63 kcal per mole
Molecular weight = 475.3 g mol⁻¹
Lowest unoccupied orbital energy (spin up / spin down) = -0.2766 / -0.3157 Ha

The geometry in ORCA input format:
```
! wB97M-V def2-TZVPD RIJCOSX def2/J DEFGRID3
* xyz 2 2
C -0.9620 2.4119 -1.0116
C -0.4888 1.2631 -1.9433
N -0.3064 0.0452 -1.3700
C 0.0889 -1.0834 -2.0840
C 0.2874 -0.9096 -3.4805
C 0.1032 0.3287 -4.0788
C -0.2747 1.4292 -3.2967
C 0.2585 -2.3188 -1.3575
P 0.0814 -2.4790 0.3949
H -0.4212 2.4214 -3.7155
H 0.5623 -1.7921 -4.0550
H 0.2304 0.4502 -5.1564
C 1.0630 2.8508 0.3788
C -1.1528 3.0158 1.4316
H 0.5597 -3.1945 -1.9454
H -2.0583 2.3505 -0.8950
H -0.7678 3.3965 -1.4749
C 1.5794 -3.0944 1.2214
C -1.2603 -3.5911 0.8748
H 1.4589 -3.0619 2.3111
H 1.7940 -4.1247 0.9222
H 2.4422 -2.4622 0.9905
H -1.3935 -3.5938 1.9616
H -2.2084 -3.2765 0.4294
H -1.0353 -4.6076 0.5423
H -1.2768 4.1029 1.2900
H -2.1478 2.5507 1.4797
H -0.6846 2.8561 2.4155
H 1.1539 3.9272 0.1673
H 1.4938 2.6662 1.3713
H 1.6595 2.2903 -0.3504
C -0.3526 -0.3444 3.3926
O -0.2531 -0.4062 4.5327
Lu -0.1301 0.1463 0.9195
O -2.4582 -0.2122 0.4313
H -3.0561 -0.7640 0.9676
H -2.6824 -0.4191 -0.4954
N -0.3407 2.3711 0.3672
O 3.9880 0.1873 1.9626
C 2.7740 0.2240 2.0227
O 1.9668 0.0518 0.9723
H 2.1663 0.3980 2.9593
*
```


[3]
ORCA calculation (ωB97M-V/def2-TZVPD) on a single C3H2O2 molecule.

Output
HOMO level = -0.40801 hartree
Orbital gap = 11.33 eV
Energy relative to the best compared isomer or geometry (same formula, charge and spin) = 19.08 kcal per mole
SMILES = C#CC(=O)O
Molecular weight = 70.0 g mol⁻¹
Lowest unoccupied orbital energy = 0.0083 Ha

The geometry in ORCA input format:
```
! wB97M-V def2-TZVPD RIJCOSX def2/J DEFGRID3
* xyz 0 1
C -1.8930 -0.0805 -0.3049
C -0.7114 0.1603 -0.2161
C 0.7529 0.2768 -0.0270
O 1.5964 1.0597 -0.5260
O 1.1218 -0.7761 0.7520
H -2.9557 -0.1297 -0.6068
H 2.0890 -0.5106 0.9289
*
```


[4]
ORCA calculation (ωB97M-V/def2-TZVPD) on a single C20H19N7 molecule.

Output
HOMO level = -0.29267 hartree
Orbital gap = 8.37 eV
Energy relative to the best compared isomer or geometry (same formula, charge and spin) = 8.51 kcal per mole
Molecular weight = 357.4 g mol⁻¹
Lowest unoccupied orbital energy = 0.0148 Ha

The geometry in ORCA input format:
```
! wB97M-V def2-TZVPD RIJCOSX def2/J DEFGRID3
* xyz 0 1
N 5.0469 -8.6556 0.6597
N 3.8664 -7.1240 2.2304
N 1.7138 -1.8241 -0.9184
N 0.5924 -1.5410 1.0745
N 4.4684 -7.8891 1.4228
C 1.4474 -2.3255 0.2826
C 0.3454 -0.5536 0.2853
C -1.2000 5.1354 -2.4110
C -1.9363 6.0058 -1.6609
C -1.4723 1.8315 2.5365
C 3.6187 -5.4704 0.4742
C 2.3925 -5.2415 2.5426
C 2.9584 -4.3047 -0.0033
C 1.7638 -4.0684 2.0775
C -0.5403 0.9166 2.0816
C -2.3667 2.4182 1.6211
C -1.4801 1.1049 -0.1603
C 3.3088 -5.9317 1.7570
C 2.0388 -3.5902 0.7886
C -0.5391 0.5324 0.7221
C -2.4010 2.0661 0.3000
N 0.9715 -0.6964 -0.9588
N -2.7087 3.8758 -1.2527
C 0.8829 0.1439 -2.1760
C -1.6989 3.7486 -2.2996
C -2.9688 5.2570 -0.8567
C -3.3643 2.7424 -0.6039
H -0.3965 5.4081 -3.0752
H -1.7588 7.0400 -1.5752
H -1.4723 2.1291 3.5757
H 4.2967 -6.0322 -0.1854
H 2.1634 -5.6203 3.4961
H 3.2087 -4.0057 -1.0081
H 1.0286 -3.5420 2.7000
H 0.1849 0.4448 2.7566
H -3.0904 3.1275 1.9908
H -1.5364 0.7723 -1.1785
H 1.7042 -0.0670 -2.8513
H -0.0927 0.0052 -2.6746
H 0.9128 1.2196 -1.8830
H -0.8731 3.1187 -2.0136
H -2.2114 3.4046 -3.2286
H -3.9616 5.5315 -1.1662
H -2.8617 5.4174 0.2167
H -4.2894 3.0562 -0.0767
H -3.6949 2.0298 -1.3743
*
```